[1]
Molecular formula: C68H102O51
Method: DFT, ωB97M-V/def2-TZVPD

Geometry as ORCA input:
```
! RIJCOSX wB97M-V def2-TZVPD def2/J DEFGRID3
* xyz 0 1
C -2.88 2.65 6.37
C -1.91 3.56 5.53
C -2.66 4.21 4.38
O -2.75 5.58 4.74
C -2.12 5.78 5.82
O -2.11 6.88 6.38
O -1.54 4.73 6.27
H -2.32 2.36 7.25
H -3.26 1.73 5.93
H -3.80 3.21 6.56
H -1.04 3.02 5.16
H -3.72 3.94 4.31
H -2.31 3.99 3.38
C -3.80 2.73 -0.81
C -4.59 4.00 -0.27
C -4.92 3.71 1.15
O -4.30 4.89 1.77
C -3.62 5.71 0.99
O -3.10 6.75 1.39
O -3.77 5.21 -0.19
H -3.15 2.98 -1.65
H -4.55 2.00 -1.13
H -3.31 2.12 -0.05
H -5.53 4.25 -0.77
H -4.43 2.84 1.59
H -5.97 3.80 1.40
C -0.74 1.82 -10.69
C -1.82 1.33 -9.72
C -2.00 -0.21 -9.58
O -1.82 -0.63 -8.33
C -1.28 0.49 -7.68
O -1.06 0.50 -6.48
O -1.47 1.63 -8.39
H -0.33 2.83 -10.61
H -1.13 1.71 -11.70
H 0.19 1.26 -10.58
H -2.73 1.89 -9.93
H -1.24 -0.73 -10.16
H -2.89 -0.56 -10.10
C 0.91 2.30 -4.31
C 2.17 1.97 -5.16
C 2.72 0.61 -5.41
O 2.81 0.54 -6.83
C 2.31 1.62 -7.37
O 2.45 1.83 -8.55
O 1.77 2.41 -6.46
H 0.20 1.48 -4.40
H 0.35 3.20 -4.56
H 1.19 2.46 -3.26
H 2.98 2.54 -4.69
H 1.99 -0.13 -5.08
H 3.64 0.48 -4.84
C -3.93 -1.79 10.66
C -2.99 -2.13 9.52
C -3.60 -3.11 8.55
O -2.85 -2.79 7.39
C -2.57 -1.53 7.47
O -2.39 -0.84 6.52
O -2.67 -1.08 8.72
H -4.35 -2.64 11.20
H -4.81 -1.21 10.38
H -3.48 -1.14 11.41
H -2.03 -2.56 9.80
H -4.68 -3.07 8.44
H -3.40 -4.02 9.11
C 0.51 1.23 7.19
C 1.52 2.15 7.74
C 1.08 3.53 8.18
O 1.36 3.57 9.61
C 1.71 2.36 9.97
O 1.96 2.14 11.16
O 1.98 1.57 8.90
H 0.01 1.73 6.36
H -0.26 0.94 7.91
H 0.79 0.26 6.79
H 2.27 2.15 6.95
H 0.00 3.66 8.09
H 1.66 4.30 7.68
C 0.50 -1.37 -1.09
C 0.41 -0.34 0.13
C -0.66 0.72 0.08
O -1.08 0.80 1.40
C -0.58 -0.29 2.07
O -0.79 -0.57 3.24
O 0.09 -1.05 1.28
H -0.34 -2.06 -1.06
H 1.43 -1.93 -1.01
H 0.44 -0.93 -2.08
H 1.28 0.31 0.22
H -1.40 0.40 -0.66
H -0.16 1.64 -0.22
C 2.55 -3.48 -6.29
C 3.53 -4.67 -6.40
C 3.80 -5.16 -7.81
O 5.15 -5.25 -7.74
C 5.71 -4.80 -6.54
O 6.97 -4.88 -6.39
O 4.82 -4.38 -5.85
H 2.97 -2.56 -6.71
H 2.14 -3.28 -5.30
H 1.84 -3.74 -7.07
H 3.23 -5.55 -5.83
H 3.50 -4.52 -8.64
H 3.35 -6.16 -7.85
C 4.09 3.29 0.60
C 4.35 2.01 -0.40
C 5.77 1.46 -0.20
O 5.52 0.41 0.72
C 4.27 0.09 0.80
O 3.83 -0.83 1.47
O 3.52 0.95 0.03
H 3.12 3.79 0.55
H 4.83 4.05 0.36
H 4.25 3.05 1.65
H 4.25 2.44 -1.39
H 6.39 2.20 0.30
H 6.27 1.17 -1.13
C -5.47 -0.13 4.90
C -4.41 0.00 3.76
C -3.96 -1.42 3.34
O -4.06 -1.41 1.97
C -4.67 -0.21 1.51
O -4.93 0.12 0.33
O -4.84 0.67 2.50
H -5.56 0.79 5.48
H -5.33 -0.95 5.61
H -6.45 -0.27 4.46
H -3.53 0.40 4.26
H -4.45 -2.28 3.79
H -2.91 -1.45 3.65
C 2.01 7.71 0.53
C 0.65 6.92 0.79
C -0.33 6.99 -0.38
O -0.23 5.77 -1.08
C 0.44 4.92 -0.26
O 0.56 3.76 -0.47
O 0.95 5.58 0.83
H 2.41 7.78 -0.48
H 2.76 7.17 1.10
H 1.96 8.68 1.03
H 0.19 7.27 1.72
H -0.11 7.80 -1.07
H -1.32 7.13 0.04
C 7.89 -3.42 -2.26
C 7.17 -2.05 -2.35
C 7.26 -1.37 -3.73
O 5.90 -1.26 -4.16
C 5.06 -1.64 -3.16
O 3.88 -1.48 -3.08
O 5.76 -2.17 -2.19
H 8.95 -3.40 -2.49
H 7.43 -4.16 -2.92
H 7.75 -3.86 -1.28
H 7.65 -1.52 -1.52
H 7.80 -1.94 -4.49
H 7.76 -0.42 -3.52
C -2.82 -2.10 -3.49
C -4.32 -2.30 -3.27
C -5.11 -2.99 -4.32
O -5.95 -3.57 -3.37
C -5.41 -3.97 -2.23
O -5.89 -4.79 -1.49
O -4.34 -3.17 -2.11
H -2.44 -1.39 -2.75
H -2.48 -1.59 -4.39
H -2.29 -3.04 -3.60
H -4.67 -1.28 -3.08
H -4.71 -3.73 -5.01
H -5.46 -2.18 -4.97
C 0.27 -4.22 2.18
C 1.62 -4.42 2.74
C 2.20 -3.13 3.44
O 2.31 -3.47 4.72
C 1.94 -4.79 4.92
O 1.94 -5.34 5.99
O 1.58 -5.44 3.77
H 0.14 -3.58 1.31
H -0.38 -3.76 2.92
H -0.20 -5.17 1.92
H 2.37 -4.61 1.97
H 1.64 -2.19 3.41
H 3.19 -2.93 3.05
C 0.73 -6.97 -2.39
C 1.31 -8.33 -1.86
C 1.02 -9.57 -2.78
O 2.33 -10.14 -2.68
C 3.22 -9.46 -1.96
O 4.34 -9.77 -1.53
O 2.73 -8.21 -1.77
H 0.76 -6.36 -1.49
H -0.30 -7.14 -2.71
H 1.37 -6.74 -3.24
H 1.02 -8.52 -0.82
H 0.66 -9.28 -3.77
H 0.33 -10.32 -2.41
C -3.53 1.11 -4.06
C -4.15 2.34 -4.81
C -5.71 2.31 -5.03
O -6.08 3.51 -4.55
C -5.05 4.23 -4.09
O -5.05 5.41 -3.77
O -3.98 3.40 -3.91
H -3.81 0.13 -4.44
H -3.63 1.20 -2.97
H -2.44 1.11 -4.04
H -3.49 2.51 -5.66
H -6.14 1.45 -4.51
H -5.97 2.18 -6.08
C 3.61 0.05 4.84
C 3.45 1.29 3.94
C 2.02 1.47 3.46
O 1.55 2.65 4.03
C 2.55 3.36 4.58
O 2.47 4.44 5.11
O 3.66 2.56 4.63
H 4.53 -0.51 4.67
H 2.85 -0.62 4.44
H 3.34 0.22 5.88
H 3.94 1.33 2.97
H 1.39 0.63 3.75
H 2.02 1.63 2.38
*
```



[2]
Molecular formula: C14H17N3O2
Method: DFT, ωB97M-V/def2-TZVPD

Geometry as ORCA input:
```
! RIJCOSX wB97M-V def2-TZVPD def2/J DEFGRID3
* xyz 0 1
C 2.67 0.92 3.30
C 2.89 -0.59 3.16
C 2.91 -1.09 1.71
C 1.55 -1.50 1.15
C 0.58 -0.33 0.94
N -0.30 -0.60 -0.18
C -0.93 0.36 -0.88
N -0.85 1.60 -0.41
C -1.42 2.58 -1.13
N -2.07 2.45 -2.24
C -2.22 1.20 -2.74
C -2.94 1.01 -3.93
C -3.10 -0.24 -4.45
C -2.54 -1.36 -3.81
C -1.83 -1.21 -2.64
C -1.65 0.07 -2.08
C -0.30 -0.09 2.20
O -0.39 -0.88 3.09
O -0.96 1.06 2.17
H 2.82 1.22 4.33
H 3.38 1.47 2.68
H 1.67 1.21 3.02
H 3.85 -0.83 3.62
H 2.11 -1.11 3.72
H 3.55 -1.97 1.66
H 3.36 -0.32 1.07
H 1.72 -1.98 0.18
H 1.08 -2.22 1.82
H 1.12 0.59 0.71
H -0.45 -1.57 -0.43
H -1.32 3.57 -0.72
H -3.36 1.88 -4.41
H -3.65 -0.39 -5.37
H -2.68 -2.34 -4.23
H -1.41 -2.08 -2.16
H -0.87 1.51 1.28
*
```

Computed properties:
* SMILES: CCCC[C@@H](Nc1ncnc2ccccc12)C(=O)O



Record-wise orbital gap values, in eV: 9.6, 8.8